1.
The following is a DFT calculation (wB97M-V/def2-TZVPD) of a 2-piece molecular cluster, C4H10N2 overall at a distorted geometry.

Atoms and positions in Å:
H (-0.277, -0.352, -0.977)
N (-0.731, -0.241, -1.890)
C (-0.410, -1.327, -2.463)
N (-0.593, -1.485, -3.850)
H (0.158, -2.173, -2.050)
H (-1.360, -0.889, -4.138)
H (-0.724, -2.452, -4.118)
C (-0.459, 0.478, 2.290)
C (0.260, 1.420, 2.885)
C (1.734, 1.394, 3.120)
H (-1.374, 0.708, 1.749)
H (-0.134, -0.565, 2.262)
H (-0.220, 2.368, 3.105)
H (2.008, 0.324, 3.269)
H (2.432, 1.515, 2.286)
H (2.231, 1.894, 3.974)

Calculated values
Orbital gap in eV: 10.283
E_tot in hartree: -267.85508
Lowest unoccupied orbital energy in Ha: 0.03325
Energy relative to the best compared isomer or geometry (same formula, charge and spin) in eV: 1.9115



2.
The following is a DFT calculation (wB97M-V/def2-TZVPD) of C2H2INO3P as an isolated structure at a distorted geometry.

Atoms and positions in Å:
C (1.166, -1.523, -0.171)
C (0.144, -0.541, -0.438)
N (2.131, -2.094, 0.051)
O (-1.505, 1.713, 0.921)
O (-3.961, 1.267, 0.077)
O (-2.013, 1.702, -1.506)
P (-2.508, 1.472, -0.137)
I (-1.708, -1.737, -0.043)
H (0.356, 0.340, 0.195)
H (-0.034, -0.321, -1.499)

Calculated values
Total charge: -1
Orbital gap in eV: 7.812
E_tot in hartree: -997.08520
Lowest unoccupied orbital energy in Ha: 0.09058
Energy relative to the best compared isomer or geometry (same formula, charge and spin) in eV: 0.1357



3.
The following is a DFT calculation (wB97M-V/def2-TZVPD) of a 3-piece molecular cluster, C14H41BNO11P3Si overall at a distorted geometry.

Atoms and positions in Å:
C (3.490, 2.667, 2.911)
C (4.766, 1.886, 2.647)
O (5.847, 2.209, 3.530)
B (5.608, 2.261, 4.882)
O (4.896, 1.299, 5.545)
Si (6.366, 3.861, 5.891)
P (6.092, 3.825, 8.161)
N (5.496, 5.393, 8.543)
O (4.826, 2.817, 8.469)
H (2.903, 2.270, 3.739)
H (3.688, 3.734, 3.021)
H (2.860, 2.568, 2.021)
H (4.560, 0.810, 2.617)
H (5.115, 2.140, 1.645)
H (4.932, 0.434, 5.118)
H (7.806, 4.053, 5.600)
H (5.674, 5.065, 5.329)
H (6.273, 6.031, 8.660)
H (4.846, 5.779, 7.865)
H (3.972, 3.263, 8.448)
C (-1.200, -3.539, 2.523)
C (0.286, -3.698, 2.774)
O (1.038, -3.781, 1.551)
P (1.395, -2.463, 0.749)
O (2.185, -1.490, 1.509)
O (2.365, -3.148, -0.343)
C (3.658, -2.617, -0.631)
C (4.736, -3.410, 0.076)
O (0.116, -2.259, -0.147)
C (0.070, -1.153, -1.084)
C (0.449, -1.607, -2.477)
H (-1.424, -2.573, 2.069)
H (-1.750, -3.612, 3.461)
H (-1.555, -4.312, 1.840)
H (0.671, -2.878, 3.386)
H (0.481, -4.628, 3.305)
H (3.714, -1.561, -0.364)
H (3.789, -2.688, -1.713)
H (4.557, -3.425, 1.151)
H (5.720, -2.981, -0.117)
H (4.732, -4.444, -0.271)
H (0.712, -0.339, -0.740)
H (-0.956, -0.790, -1.073)
H (1.530, -1.687, -2.592)
H (0.087, -0.891, -3.214)
H (0.022, -2.587, -2.689)
C (-4.326, 3.620, -3.779)
C (-4.009, 2.476, -2.836)
O (-4.918, 1.374, -2.993)
P (-4.719, 0.344, -4.181)
O (-3.427, -0.346, -4.170)
O (-5.851, -0.710, -3.726)
C (-5.577, -2.109, -3.640)
C (-5.335, -2.523, -2.205)
O (-5.493, 1.044, -5.363)
C (-5.586, 0.375, -6.645)
C (-6.905, -0.358, -6.776)
H (-4.142, 3.339, -4.817)
H (-3.704, 4.484, -3.544)
H (-5.375, 3.902, -3.696)
H (-2.983, 2.127, -2.974)
H (-4.114, 2.802, -1.803)
H (-4.730, -2.379, -4.271)
H (-6.457, -2.623, -4.035)
H (-4.519, -1.944, -1.772)
H (-5.090, -3.584, -2.145)
H (-6.225, -2.335, -1.603)
H (-4.738, -0.300, -6.782)
H (-5.508, 1.156, -7.399)
H (-6.884, -1.313, -6.253)
H (-7.117, -0.558, -7.826)
H (-7.713, 0.235, -6.350)

Calculated values
Orbital gap in eV: 8.231
E_tot in hartree: -2779.10725
Lowest unoccupied orbital energy in Ha: 0.02015



4.
The following is a DFT calculation (wB97M-V/def2-TZVPD) of C11H22Ca2N8O9 as an isolated structure at a distorted geometry.

Atoms and positions in Å:
Ca (1.896, 2.260, -2.797)
Ca (-0.985, 3.228, -0.266)
C (0.599, 0.905, -0.491)
O (1.269, 1.858, -0.181)
O (0.889, 0.316, -1.557)
O (-0.532, 0.937, -0.023)
C (-2.286, 2.011, 2.649)
O (-2.329, 2.884, 1.817)
N (-1.842, 0.780, 2.495)
N (-2.868, 1.989, 3.842)
H (-1.385, 0.738, 1.596)
H (-1.965, -0.036, 3.077)
H (-3.204, 2.787, 4.362)
H (-2.853, 1.138, 4.386)
C (4.336, 0.341, -1.446)
O (3.561, 0.635, -2.341)
N (5.399, -0.406, -1.627)
N (4.172, 0.780, -0.205)
H (5.592, -0.773, -2.548)
H (6.000, -0.326, -0.819)
H (3.239, 0.944, 0.146)
H (4.831, 0.598, 0.538)
C (0.774, 4.141, 2.374)
O (-0.060, 4.363, 1.565)
N (0.807, 4.612, 3.545)
N (1.625, 3.134, 2.315)
H (1.321, 4.097, 4.246)
H (0.061, 5.271, 3.715)
H (2.233, 2.879, 3.080)
H (1.499, 2.648, 1.439)
C (-2.774, -0.585, -2.960)
O (-3.654, -0.769, -3.764)
N (-1.530, -0.388, -3.263)
N (-2.850, -0.585, -1.675)
H (-0.843, -0.472, -2.527)
H (-1.337, 0.023, -4.165)
H (-2.027, -0.511, -1.093)
H (-3.732, -0.617, -1.185)
C (-0.079, -2.544, -0.239)
C (-1.085, -3.193, 0.424)
C (-1.739, -4.319, -0.191)
C (-1.403, -4.772, -1.424)
C (-0.486, -3.988, -2.179)
C (0.153, -2.914, -1.636)
O (0.902, -2.174, -2.417)
O (-2.710, -5.013, 0.464)
H (0.513, -1.741, 0.174)
H (-1.345, -2.869, 1.421)
H (-1.774, -5.712, -1.805)
H (-0.309, -4.312, -3.194)
H (1.009, -1.308, -2.017)
H (-2.695, -5.968, 0.367)

Calculated values
Total charge: +2
Orbital gap in eV: 2.415
E_tot in hartree: -2902.48060
Lowest unoccupied orbital energy in Ha: -0.32892
Energy relative to the best compared isomer or geometry (same formula, charge and spin) in eV: 0.0000